Entry 1:
{"formula": "C20H25AsNO4S6TcTe", "method": "ωB97M-V/def2-TZVPD", "species": ["Tc", "S", "As", "S", "S", "S", "O", "S", "O", "O", "S", "C", "C", "O", "N", "Te", "C", "C", "C", "C", "C", "C", "C", "C", "C", "C", "C", "C", "C", "C", "C", "C", "C", "C", "H", "H", "H", "H", "H", "H", "H", "H", "H", "H", "H", "H", "H", "H", "H", "H", "H", "H", "H", "H", "H", "H", "H", "H", "H"], "positions_angstrom": [[-2.47727, -1.41471, 3.68500], [-3.59963, 1.41719, 0.50231], [-4.53080, 0.10130, 1.83138], [-3.76009, -1.96469, 1.84594], [-3.89055, 0.25469, 3.97312], [-6.49179, 0.54677, 1.24049], [-0.38050, -2.99545, 4.93915], [-1.61304, -2.94803, 5.71427], [-2.07717, -1.47745, 5.69394], [-1.63028, -3.52398, 7.01001], [-3.08412, -3.53897, 4.35091], [1.28749, -0.70473, 3.84224], [0.28053, -0.60516, 2.75977], [0.76857, -0.31481, 1.56322], [-0.98141, -0.72280, 2.97024], [-0.57834, -0.18850, 0.05209], [0.68673, -1.27233, -1.19623], [1.99188, -0.86511, -1.51777], [2.66660, 0.37997, -1.01140], [2.71556, -1.70596, -2.35378], [2.19360, -2.89076, -2.85679], [3.01076, -3.77270, -3.75425], [0.90172, -3.26072, -2.49869], [0.12680, -2.47518, -1.66717], [-1.25958, -2.93486, -1.29042], [-0.21750, 1.77668, -0.56950], [0.14942, 2.80458, 0.30013], [0.31075, 2.65927, 1.78722], [0.32652, 4.06430, -0.26306], [0.11260, 4.31482, -1.61184], [0.28477, 5.69268, -2.18404], [-0.32702, 3.27071, -2.41601], [-0.51012, 1.99224, -1.91625], [-1.04513, 0.90506, -2.81208], [2.07017, -1.39769, 3.53645], [0.82363, -1.03697, 4.76976], [1.74272, 0.28184, 3.96138], [2.45172, 0.58306, 0.03387], [2.36591, 1.25195, -1.59076], [3.74561, 0.27097, -1.11045], [3.73207, -1.42710, -2.60700], [3.98675, -3.33931, -3.96131], [2.49846, -3.93577, -4.70289], [3.16036, -4.75039, -3.29400], [0.49157, -4.19242, -2.87088], [-1.48088, -3.88745, -1.76779], [-2.03278, -2.23173, -1.60909], [-1.36542, -3.08036, -0.21399], [-0.48690, 2.05257, 2.22774], [0.24790, 3.63902, 2.25608], [1.27812, 2.22885, 2.04498], [0.61452, 4.88224, 0.38677], [0.80207, 6.35079, -1.48883], [-0.68792, 6.13463, -2.40554], [0.84879, 5.66302, -3.11598], [-0.55536, 3.46028, -3.45919], [-1.58200, 1.34901, -3.64800], [-1.77292, 0.26146, -2.29898], [-0.25620, 0.26615, -3.21447]], "e_homo_ev": [-11.906, -11.822], "homo_lumo_gap_ev": [6.8, 6.4], "e_lumo_ha": [-0.1865, -0.2001], "spin_multiplicity": 2, "relative_energy_ev": 0.480, "s2": 0.76, "total_charge": 1}


Entry 2:
{"formula": "C21H14NO10S2Tc", "method": "ωB97M-V/def2-TZVPD", "species": ["Tc", "O", "C", "C", "C", "N", "C", "C", "C", "O", "O", "C", "O", "O", "H", "H", "H", "O", "C", "O", "C", "C", "C", "C", "C", "C", "S", "H", "H", "H", "H", "C", "C", "C", "C", "C", "C", "C", "S", "O", "O", "O", "H", "H", "H", "H", "H", "H", "H"], "positions_angstrom": [[1.83554, -0.34139, -0.23439], [0.60364, 5.31941, -2.22339], [0.95794, 4.16801, -1.61589], [2.12394, 3.47571, -1.94499], [2.36094, 2.25441, -1.35339], [1.48204, 1.66561, -0.52089], [0.47094, 2.41001, -0.06089], [0.17644, 3.65441, -0.58239], [-0.24906, 1.88511, 1.22041], [-0.95436, 2.69701, 1.80111], [0.02814, 0.70991, 1.51921], [3.71084, 1.53301, -1.41329], [4.63914, 2.05781, -1.99799], [3.71784, 0.47341, -0.71319], [1.25754, 5.53551, -2.90129], [2.85554, 3.86561, -2.63849], [-0.64526, 4.21521, -0.17109], [1.25884, -0.39909, -4.40759], [0.89784, -0.32419, -3.24389], [1.71534, -0.42739, -2.25459], [-0.56556, -0.09439, -2.95629], [-1.30416, 0.44241, -4.00879], [-2.66876, 0.62171, -3.91509], [-3.32456, 0.25401, -2.74709], [-2.60756, -0.26899, -1.69279], [-1.21996, -0.44039, -1.76609], [-0.44286, -1.15209, -0.36349], [-0.76456, 0.68831, -4.91269], [-3.21956, 1.03871, -4.74499], [-4.39516, 0.37841, -2.66449], [-3.09606, -0.55269, -0.77579], [-2.95296, -3.00239, 4.11811], [-1.55056, -2.80789, 3.62371], [-0.95926, -3.74369, 2.78401], [0.30264, -3.51969, 2.25991], [0.97034, -2.35619, 2.58471], [0.41354, -1.42739, 3.44251], [-0.84516, -1.65889, 3.96481], [2.51604, -1.94999, 1.78941], [2.56844, -0.47359, 1.78661], [3.58314, -2.61759, 2.47691], [2.33644, -2.34879, 0.36561], [-3.27976, -4.03129, 3.98481], [-3.62246, -2.35329, 3.55351], [-3.03856, -2.73659, 5.16991], [-1.49946, -4.64289, 2.52261], [0.76334, -4.22399, 1.58501], [0.95514, -0.52109, 3.65351], [-1.29586, -0.92779, 4.61901]], "e_homo_ev": [-5.261, -5.172], "homo_lumo_gap_ev": [7.5, 6.1], "e_lumo_ha": [0.0838, 0.0335], "spin_multiplicity": 4, "s2": 3.78, "total_charge": -1}


Entry 3:
{"formula": "C35H38BInN10", "method": "ωB97M-V/def2-TZVPD", "species": ["In", "C", "C", "C", "C", "N", "N", "B", "N", "N", "C", "C", "C", "C", "C", "C", "C", "C", "C", "C", "N", "N", "C", "C", "C", "C", "C", "C", "C", "C", "C", "C", "C", "C", "C", "C", "C", "C", "H", "H", "H", "H", "H", "H", "H", "H", "H", "H", "H", "H", "H", "H", "H", "H", "H", "H", "H", "H", "H", "H", "H", "H", "H", "H", "H", "H", "C", "C", "C", "C", "N", "C", "N", "N", "N", "H", "H", "H", "H", "H", "H", "H", "H", "H", "H"], "positions_angstrom": [[-0.04026, -0.21087, 0.47710], [-2.24260, 1.99745, 4.90388], [-2.23926, 1.03370, 3.76397], [-3.18328, 0.07383, 3.41929], [-2.71679, -0.51641, 2.25243], [-1.53017, 0.01201, 1.94667], [-1.24200, 0.98851, 2.86379], [0.01312, 1.90322, 2.67364], [-0.04726, 2.58164, 1.25566], [-0.09859, 1.84702, 0.09301], [-0.13878, 2.69311, -0.94302], [-0.13440, 3.99269, -0.45044], [-0.06780, 3.88394, 0.93131], [-0.02418, 4.95962, 1.96418], [-0.19603, 2.20409, -2.34033], [0.05195, 0.87808, -2.69070], [-0.01756, 0.44108, -4.00329], [-0.33516, 1.34555, -5.00709], [-0.57096, 2.67226, -4.68047], [-0.49962, 3.09613, -3.35985], [1.30923, 1.03356, 2.76461], [1.56799, 0.08089, 1.81613], [2.75248, -0.47202, 2.09094], [3.25780, 0.09712, 3.25130], [2.32805, 1.05566, 3.63962], [2.36265, 1.99309, 4.80040], [3.29494, -1.51511, 1.20146], [3.83256, -2.68877, 1.72099], [4.30549, -3.67372, 0.86468], [4.25233, -3.49084, -0.51371], [3.73651, -2.31116, -1.03672], [3.26294, -1.32808, -0.17861], [-3.30405, -1.53340, 1.36471], [-3.89360, -2.68355, 1.87812], [-4.43596, -3.62910, 1.01818], [-4.39879, -3.42900, -0.35787], [-3.82676, -2.27452, -0.87580], [-3.28492, -1.33074, -0.01350], [-3.11506, 1.81692, 5.52656], [-2.28014, 3.02939, 4.55359], [-1.35297, 1.88490, 5.52306], [-4.11774, -0.11714, 3.92064], [0.02984, 2.73892, 3.52367], [-0.15747, 4.91195, -1.01089], [-0.04142, 5.93009, 1.47456], [0.88237, 4.89209, 2.56570], [-0.88021, 4.89485, 2.63600], [0.35676, 0.14027, -1.95693], [0.18827, -0.59312, -4.24952], [-0.38870, 1.01958, -6.03742], [-0.81401, 3.38497, -5.45710], [-0.69651, 4.13427, -3.12428], [4.20126, -0.11503, 3.72688], [3.26305, 1.81482, 5.38262], [1.50163, 1.84832, 5.45273], [2.36658, 3.03339, 4.47385], [3.85866, -2.83756, 2.79419], [4.72819, -4.58239, 1.27376], [4.64638, -4.25071, -1.17692], [3.74749, -2.13770, -2.10629], [2.94076, -0.37593, -0.58937], [-3.91507, -2.84390, 2.94971], [-4.89755, -4.52057, 1.42324], [-4.83779, -4.16181, -1.02347], [-3.84333, -2.08912, -1.94268], [-2.93672, -0.38507, -0.42145], [-0.22985, -7.12743, 0.43403], [-0.17444, -6.56563, -0.98254], [-1.52412, -6.01861, -1.43416], [0.92901, -5.53295, -1.17992], [0.57884, -4.19552, -0.62096], [0.30396, -3.08276, -1.27476], [0.05066, -2.16471, -0.36898], [0.16927, -2.75738, 0.85916], [0.48080, -3.98413, 0.70606], [-0.99171, -7.90508, 0.49340], [-0.48416, -6.36009, 1.16891], [0.72189, -7.57448, 0.72623], [0.11586, -7.37386, -1.66050], [-1.88750, -5.24362, -0.75280], [-2.27150, -6.81195, -1.44141], [-1.48666, -5.59890, -2.44487], [1.09754, -5.34818, -2.24045], [1.87449, -5.81600, -0.72301], [0.31402, -2.96877, -2.34551]], "e_homo_ev": -13.869, "homo_lumo_gap_ev": 8.4, "e_lumo_ha": -0.2004, "total_charge": 2}


Entry 4:
{"formula": "CH3N4Si", "method": "ωB97M-V/def2-TZVPD", "species": ["C", "N", "N", "N", "N", "Si", "H", "H", "H"], "positions_angstrom": [[1.69616, -0.40297, -1.57106], [1.40489, 0.17968, -0.42004], [0.71057, -1.18854, -2.01917], [0.20777, -0.23379, -0.12955], [-0.20835, -1.03064, -1.03920], [-1.37473, 0.78177, 2.41333], [2.57659, -0.14299, -2.14937], [-2.43444, 1.71080, 3.08786], [-2.57846, 0.32668, 1.82721]], "e_homo_ev": -4.937, "homo_lumo_gap_ev": 7.5, "e_lumo_ha": 0.0933, "relative_energy_ev": 2.656, "total_charge": -1}


Entry 5:
{"formula": "C10H11NO", "method": "ωB97M-V/def2-TZVPD", "species": ["C", "C", "C", "C", "C", "C", "C", "C", "C", "C", "N", "O", "H", "H", "H", "H", "H", "H", "H", "H", "H", "H", "H"], "positions_angstrom": [[-3.54649, -0.03167, -0.15494], [-2.88139, 1.17506, -0.35340], [-2.83360, -1.11092, 0.29633], [-1.55521, 1.26563, -0.18499], [-1.50403, -0.98345, 0.43807], [-0.86641, 0.13557, 0.11140], [2.92900, -0.63074, 0.10286], [1.48254, -1.05544, 0.19485], [2.91383, 0.85590, -0.53636], [0.65389, 0.19775, 0.21037], [1.56958, 1.43734, -0.36201], [1.21427, 1.22779, 1.01417], [-4.61288, -0.24948, -0.03970], [-3.40466, 2.10926, -0.66170], [-3.46327, -1.91132, 0.57262], [-1.14403, 2.23107, -0.60455], [-0.96332, -1.79796, 0.71203], [3.28353, -0.50630, 1.14303], [3.45806, -1.25594, -0.59177], [1.23922, -1.57224, -0.71439], [1.13266, -1.69682, 1.03566], [3.69409, 1.30820, 0.05687], [3.20461, 0.85871, -1.68445]], "e_homo_ev": -9.188, "homo_lumo_gap_ev": 10.1, "e_lumo_ha": 0.0337, "relative_energy_ev": 4.466}


Entry 6:
{"formula": "C10H11IN2O", "method": "ωB97M-V/def2-TZVPD", "species": ["C", "C", "C", "C", "C", "C", "C", "C", "C", "C", "N", "N", "O", "I", "H", "H", "H", "H", "H", "H", "H", "H", "H", "H", "H"], "positions_angstrom": [[0.45426, -0.90724, 0.94292], [-0.14751, -1.71233, -1.33277], [-0.10752, 0.47167, 0.56993], [-0.50445, -0.48928, -1.76099], [0.31369, -1.90688, 0.05258], [-0.43057, 0.64035, -0.89393], [-2.19464, 1.56987, 0.73922], [-1.58527, 2.96076, 0.64584], [-0.60518, 2.94952, -0.59954], [0.62291, -3.31592, 0.47575], [-0.69732, 1.79478, -1.40704], [-3.25949, 1.35824, 0.11395], [-1.35495, 0.62842, 1.28301], [-3.82404, -0.62063, 0.01287], [0.93573, -1.15661, 1.86450], [-0.25934, -2.58518, -1.91775], [0.44728, 1.29290, 1.01823], [-0.83154, -0.18130, -2.70053], [-2.46119, 3.76976, 0.55570], [-1.02167, 3.10119, 1.67823], [-0.78800, 3.85575, -1.22272], [0.35595, 3.26884, -0.19168], [0.43114, -3.99627, -0.36240], [1.66200, -3.40625, 0.81110], [0.03062, -3.70584, 1.24557]], "e_homo_ev": -8.761, "homo_lumo_gap_ev": 8.3, "e_lumo_ha": -0.0172, "relative_energy_ev": 1.826}


Values for total energy, eV, ordered as above
-166161.3338 -67843.0660 -57652.7443 -14921.0473 -14082.1218 -23673.4749
Values for M, g mol⁻¹, ordered as above
836.3 602.5 724.4 99.1 161.2 302.1